ORCA calculation (ωB97M-V with the def2-TZVPD basis set) on a molecular structure, C9H10N4O in a non-equilibrium geometry.

Its energy is -17495.640 eV. For the molar mass, the calculation gives 190.206 g mol⁻¹. The largest force on an atom comes out at 6.2 eV/Å. The energy relative to the best compared isomer or geometry (same formula, charge and spin) is 168.6 kcal/mol.

Each line ends with the Mulliken charge.
CARTESIAN COORDINATES (ANGSTROEM)
C1 -0.959 -0.960 -0.626  0.675
C2 -2.149 -1.513 -0.122  -0.599
C3 -2.974 -0.704 0.814  -0.320
C4 -2.905 0.652 0.795  -0.380
C5 -1.828 1.235 0.137  -0.204
C6 -0.753 0.498 -0.532  -0.033
C7 0.604 0.932 -1.219  -0.357
C8 3.172 0.062 -0.376  0.090
C9 1.865 -0.111 1.409  0.030
H1 -0.161 -2.623 -1.088  0.301
H2 -2.261 -2.585 -0.255  0.307
H3 -3.790 -1.213 1.533  0.262
H4 -3.433 1.537 1.427  0.220
H5 -1.409 2.304 0.311  0.208
H6 0.436 1.669 -2.408  0.250
H7 1.045 -0.198 -1.748  0.332
H8 0.698 2.049 0.649  0.319
H9 3.843 0.320 -1.258  0.373
H10 0.962 0.258 2.016  0.310
N1 1.505 1.702 -0.229  -0.746
N2 2.244 0.664 0.312  0.360
N3 3.472 -1.152 0.228  -0.405
N4 2.674 -1.166 1.489  -0.472
O1 0.103 -1.657 -1.257  -0.522